Density functional theory data (the ωB97M-V functional and the def2-TZVPD basis) for one molecule with the formula C19H24N2O2.

Summary:
energy: -998.233236 hartree
SMILES string: O=C1c2cccc3c2[C@H](CCC3)CN1[C@@H]1C[N@+]2([O-])CC[C@H]1CC2
highest occupied orbital energy: -8.017 eV
energy above the lowest of the compared OMol25 structures with the same formula, charge and spin: 126.22 kcal per mole
net charge: 0

Last column: natural (NBO) charge in e.
Positions of all 47 atoms, in Å:
O -2.773 -0.771 -0.658  -0.593
C -1.819 -0.567 0.044  0.676
C -2.077 -0.431 1.452  -0.193
C -3.304 -0.516 1.962  -0.130
C -3.620 -0.456 3.277  -0.243
C -2.647 -0.204 4.173  -0.140
C -1.362 0.232 3.678  -0.060
C -1.142 0.141 2.340  0.091
C 0.277 0.361 1.879  -0.256
C 0.960 1.498 2.625  -0.404
C 1.018 1.029 4.052  -0.377
C -0.340 0.675 4.652  -0.442
C 0.280 0.679 0.385  -0.189
N -0.580 -0.111 -0.530  -0.462
C -0.177 -0.516 -1.863  -0.090
C 0.928 -1.679 -1.853  -0.215
N 1.795 -1.416 -3.085  0.076
O 2.428 -2.469 -3.265  -0.727
C 0.922 -1.300 -4.245  -0.246
C -0.047 -0.118 -4.239  -0.421
C 0.102 0.608 -2.841  -0.216
C 1.571 1.050 -2.750  -0.428
C 2.510 -0.201 -2.905  -0.232
H -4.140 -0.445 1.205  0.236
H -4.673 -0.511 3.556  0.221
H -2.784 -0.145 5.258  0.209
H 0.771 -0.617 1.948  0.214
H 1.971 1.654 2.247  0.211
H 0.498 2.432 2.340  0.211
H 1.446 1.857 4.621  0.210
H 1.725 0.131 4.012  0.198
H -0.562 1.678 5.048  0.216
H -0.178 0.085 5.563  0.229
H 0.048 1.703 0.149  0.185
H 1.335 0.535 0.031  0.186
H -1.072 -1.026 -2.259  0.249
H 1.607 -1.549 -1.093  0.196
H 0.671 -2.780 -1.904  0.255
H 0.350 -2.258 -4.204  0.232
H 1.474 -1.098 -5.187  0.233
H 0.210 0.686 -5.024  0.198
H -1.065 -0.378 -4.475  0.224
H -0.554 1.565 -2.835  0.244
H 1.908 1.695 -3.587  0.218
H 1.798 1.477 -1.799  0.210
H 3.243 -0.187 -2.053  0.223
H 3.074 -0.022 -3.843  0.217

=====

Density functional theory data (the ωB97M-V functional and the def2-TZVPD basis) for one molecule with the formula C13H17N5O3S2.

Summary:
energy: -1801.103106 hartree
SMILES string: CCOC(=O)c1sc(NC(=O)CSc2n[nH]c(CC)n2)nc1C
highest occupied orbital energy: -8.198 eV
energy above the lowest of the compared OMol25 structures with the same formula, charge and spin: 227.26 kcal per mole
net charge: 0

Last column: natural (NBO) charge in e.
Positions of all 40 atoms, in Å:
C -5.281 0.216 1.674  -0.617
C -4.485 -0.035 0.258  -0.050
O -3.289 0.326 0.193  -0.442
C -2.641 0.346 -0.728  0.802
O -3.081 -0.181 -1.643  -0.636
C -1.276 1.018 -0.736  -0.438
S -0.175 1.107 -1.981  0.397
C 0.964 1.957 -0.939  0.311
N 2.127 2.175 -1.596  -0.652
C 3.497 2.043 -1.012  0.680
O 4.453 2.506 -1.567  -0.515
C 3.519 2.103 0.472  -0.644
S 4.596 0.689 1.162  0.371
C 3.813 -0.494 0.432  0.048
N 4.079 -1.800 0.756  -0.307
N 3.071 -2.560 -0.024  -0.388
C 2.047 -1.629 -0.241  0.423
C 0.855 -2.096 -0.910  -0.459
C 0.853 -3.636 -1.203  -0.638
N 2.510 -0.366 -0.082  -0.563
N 0.689 1.881 0.259  -0.483
C -0.665 1.527 0.400  0.204
C -1.193 1.491 1.844  -0.639
H -6.344 -0.161 1.815  0.228
H -4.807 -0.231 2.408  0.192
H -5.493 1.409 1.896  0.206
H -4.420 -1.004 0.003  0.185
H -5.110 0.437 -0.589  0.184
H 2.251 2.015 -2.633  0.425
H 3.939 2.973 1.138  0.275
H 2.581 1.800 1.087  0.305
H 3.183 -3.450 -0.018  0.393
H 0.068 -1.554 -0.780  0.242
H 0.940 -1.736 -2.009  0.240
H 1.592 -4.274 -1.776  0.241
H -0.129 -3.733 -1.726  0.231
H 0.672 -4.158 -0.096  0.198
H -1.520 0.577 2.235  0.227
H -0.371 2.232 2.562  0.232
H -2.018 2.272 1.692  0.232

=====

Please write out number 1 again, unchanged.
Density functional theory data (the ωB97M-V functional and the def2-TZVPD basis) for one molecule with the formula C19H24N2O2.

Summary:
energy: -998.233236 hartree
SMILES string: O=C1c2cccc3c2[C@H](CCC3)CN1[C@@H]1C[N@+]2([O-])CC[C@H]1CC2
highest occupied orbital energy: -8.017 eV
energy above the lowest of the compared OMol25 structures with the same formula, charge and spin: 126.22 kcal per mole
net charge: 0

Last column: natural (NBO) charge in e.
Positions of all 47 atoms, in Å:
O -2.773 -0.771 -0.658  -0.593
C -1.819 -0.567 0.044  0.676
C -2.077 -0.431 1.452  -0.193
C -3.304 -0.516 1.962  -0.130
C -3.620 -0.456 3.277  -0.243
C -2.647 -0.204 4.173  -0.140
C -1.362 0.232 3.678  -0.060
C -1.142 0.141 2.340  0.091
C 0.277 0.361 1.879  -0.256
C 0.960 1.498 2.625  -0.404
C 1.018 1.029 4.052  -0.377
C -0.340 0.675 4.652  -0.442
C 0.280 0.679 0.385  -0.189
N -0.580 -0.111 -0.530  -0.462
C -0.177 -0.516 -1.863  -0.090
C 0.928 -1.679 -1.853  -0.215
N 1.795 -1.416 -3.085  0.076
O 2.428 -2.469 -3.265  -0.727
C 0.922 -1.300 -4.245  -0.246
C -0.047 -0.118 -4.239  -0.421
C 0.102 0.608 -2.841  -0.216
C 1.571 1.050 -2.750  -0.428
C 2.510 -0.201 -2.905  -0.232
H -4.140 -0.445 1.205  0.236
H -4.673 -0.511 3.556  0.221
H -2.784 -0.145 5.258  0.209
H 0.771 -0.617 1.948  0.214
H 1.971 1.654 2.247  0.211
H 0.498 2.432 2.340  0.211
H 1.446 1.857 4.621  0.210
H 1.725 0.131 4.012  0.198
H -0.562 1.678 5.048  0.216
H -0.178 0.085 5.563  0.229
H 0.048 1.703 0.149  0.185
H 1.335 0.535 0.031  0.186
H -1.072 -1.026 -2.259  0.249
H 1.607 -1.549 -1.093  0.196
H 0.671 -2.780 -1.904  0.255
H 0.350 -2.258 -4.204  0.232
H 1.474 -1.098 -5.187  0.233
H 0.210 0.686 -5.024  0.198
H -1.065 -0.378 -4.475  0.224
H -0.554 1.565 -2.835  0.244
H 1.908 1.695 -3.587  0.218
H 1.798 1.477 -1.799  0.210
H 3.243 -0.187 -2.053  0.223
H 3.074 -0.022 -3.843  0.217

=====

energy of number 1 (C19H24N2O2)? -998.233236 hartree

=====

Which formula does entry 2 have? C13H17N5O3S2

=====

highest occupied orbital energy of number 1 (C19H24N2O2)? -8.017 eV